74
Properties=species:S:1:pos:R:3 method="wB97M-V/def2-TZVPD" e_above_lowest_kj_mol=293.65 total_energy_ev=-196275.82390 multiplicity=2 charge=+2 s2=0.771
W -1.43981 0.48896 0.35029
C -0.32036 -4.77452 -3.66147
C -1.17725 -3.58215 -3.46503
N -1.99928 -3.07459 -4.33101
N -2.53727 -2.00209 -3.69417
C -2.06569 -1.81599 -2.47081
S -2.63972 -0.44370 -1.55724
N -1.20349 -2.83505 -2.29679
N -0.48414 -3.07181 -1.13746
H -0.73842 -5.37839 -4.46282
H -0.26205 -5.37394 -2.75394
H 0.68919 -4.47432 -3.94682
H -3.22315 -1.43043 -4.16782
H -0.88394 -3.87758 -0.66452
H 0.48986 -3.24786 -1.36790
O -0.81164 2.43969 0.03550
C -2.04582 2.62591 0.37304
O -2.84612 1.84863 -0.28034
C -2.48725 3.34876 1.56216
C -2.37873 4.71380 1.75897
C -2.92325 5.25505 2.91603
C -3.53532 4.42625 3.84711
C -3.57574 3.04589 3.67157
C -3.04079 2.49372 2.52049
S -2.92828 0.71312 2.32358
H -1.90661 5.34156 1.01504
H -2.87393 6.32093 3.08778
H -3.97210 4.85539 4.73879
H -4.00756 2.40832 4.43214
Br -1.72673 -4.50680 4.70376
C -1.55898 -3.33781 3.28293
C -0.32220 -2.80470 2.94736
C -0.25144 -1.87302 1.93448
N -1.33220 -1.44736 1.25335
C -2.51121 -2.06591 1.51317
C -2.66916 -2.98994 2.51695
H 0.57843 -3.09891 3.46667
H 0.70096 -1.44398 1.66335
H -3.35004 -1.79637 0.88741
H -3.64198 -3.42261 2.69992
C 2.10578 2.41582 3.59338
C 3.11799 2.22344 2.66329
C 2.86940 1.54344 1.47561
C 1.59681 1.05714 1.18842
C 0.61575 1.24975 2.16282
C 0.82966 1.92086 3.35251
Ge 1.00201 0.20479 -0.48111
C 1.10780 1.48417 -1.94421
C 0.37701 1.31056 -3.11881
C 0.45471 2.23423 -4.15273
C 1.25254 3.35921 -4.01067
C 1.98396 3.54536 -2.84514
C 1.91109 2.61763 -1.81556
C 2.30085 -1.18739 -0.83158
C 2.58752 -1.53797 -2.15644
C 3.58855 -2.45885 -2.44080
C 4.29900 -3.05426 -1.40512
C 4.01925 -2.71812 -0.08929
C 3.02494 -1.78743 0.19641
H 2.30971 2.93908 4.51808
H 4.10928 2.60707 2.86564
H 3.67618 1.40099 0.76533
H -0.41685 0.82754 2.08747
H 0.03681 2.04111 4.07951
H -0.25644 0.43771 -3.24952
H -0.10404 2.07758 -5.06624
H 1.30732 4.08895 -4.80721
H 2.61512 4.41770 -2.73716
H 2.49014 2.78367 -0.91632
H 2.05651 -1.06070 -2.97458
H 3.83352 -2.69144 -3.46953
H 5.08152 -3.76785 -1.62603
H 4.58322 -3.17001 0.71623
H 2.84658 -1.50990 1.22969

***

80
Properties=species:S:1:pos:R:3 method="wB97M-V/def2-TZVPD" e_above_lowest_kj_mol=162.97 total_energy_ev=-144341.39418 multiplicity=2 charge=0 s2=1.029
Mn 0.29970 -0.19808 -0.30593
N 4.13839 -0.18319 1.36091
C 4.33404 0.95280 2.18247
C 5.27841 0.93327 3.19391
C 5.47769 2.06193 3.98037
C 4.70606 3.19364 3.77752
C 3.73001 3.19560 2.78719
C 3.56158 2.08794 1.97424
S 2.39719 2.12322 0.65368
N 2.05542 0.46974 0.50227
C 2.91704 -0.41830 0.76476
C 2.55880 -1.81292 0.39322
C 3.48575 -2.83933 0.30391
C 3.06590 -4.09058 -0.11142
C 1.73085 -4.28190 -0.41638
C 0.87192 -3.20367 -0.30860
N 1.27154 -1.99767 0.08384
H 4.63998 -1.00107 1.65988
H 5.86648 0.03645 3.36206
H 6.22774 2.04408 4.76072
H 4.85459 4.07402 4.38893
H 3.09540 4.06155 2.63916
H 4.52996 -2.65823 0.52001
H 3.77452 -4.90370 -0.20334
H 1.35664 -5.24477 -0.73589
H -0.18432 -3.29609 -0.52708
S -1.28932 1.62727 -0.09261
C -1.29830 1.66788 1.63145
S -0.18383 0.64255 2.44290
C -2.20328 2.48728 2.30987
C -2.20340 2.58242 3.73337
N -2.20074 2.67586 4.88502
C -3.21674 3.20989 1.61105
N -4.06379 3.77614 1.06401
C -3.89820 1.51598 -6.27344
C -3.24561 0.14059 -6.21040
N -2.74778 -0.18640 -4.87508
C -1.44151 0.06323 -4.58450
C -0.84327 -0.17785 -3.39646
C 0.62697 0.21802 -3.26348
O 1.21495 0.48348 -4.30857
O 1.08998 0.25615 -2.08235
C -1.60489 -0.80445 -2.35996
O -1.18535 -1.05921 -1.23548
C -3.01383 -1.09300 -2.67266
C -3.82130 -1.65834 -1.69729
C -5.15001 -1.85499 -1.93812
F -5.91473 -2.44538 -0.98968
C -5.74517 -1.44016 -3.12909
C -4.94448 -0.89881 -4.11151
C -3.56627 -0.74150 -3.91279
N -7.15251 -1.49386 -3.34547
C -7.67223 -2.30370 -4.43836
C -8.84803 -1.51885 -5.07959
N -9.21615 -0.44761 -4.09475
C -9.45764 -1.06126 -2.74601
C -8.07078 -1.50898 -2.21030
H -4.32130 1.68563 -7.26522
H -3.16271 2.29545 -6.07530
H -4.69273 1.61358 -5.53066
H -2.39518 0.09991 -6.88644
H -3.93662 -0.63897 -6.53002
H -0.84416 0.51235 -5.37009
H -3.38948 -1.92263 -0.73975
H -5.41690 -0.53965 -5.01697
H -8.02712 -3.27409 -4.07350
H -6.89353 -2.48788 -5.17139
H -9.71873 -2.14562 -5.25211
H -8.56623 -1.02915 -6.00923
H -9.97264 0.14992 -4.41526
H -8.34367 0.08452 -3.97857
H -10.13180 -1.90252 -2.88537
H -9.93495 -0.32826 -2.10192
H -8.16944 -2.49414 -1.75285
H -7.71154 -0.81903 -1.45175
Cl -2.05446 -2.02583 1.53260
C -1.52948 -2.39603 3.16960
Cl -0.44699 -3.81201 3.22034
H -2.39949 -2.60973 3.77492
H -0.98948 -1.52230 3.51878

***

74
Properties=species:S:1:pos:R:3 method="wB97M-V/def2-TZVPD" e_above_lowest_kj_mol=0.00 total_energy_ev=-114964.97684 multiplicity=2 charge=+1 s2=0.757
Ir -1.74720 -1.30112 -1.38417
C -0.25066 -3.35340 2.18847
C -0.97788 -2.47983 1.23054
N -0.47496 -1.97996 0.17106
N 0.77769 -2.27349 -0.26399
C 1.00148 -1.69942 -1.43198
O 0.13023 -0.84964 -1.94448
C 2.24626 -1.89709 -2.16237
C 3.25322 -2.69831 -1.61516
C 4.43013 -2.89392 -2.31432
C 4.60649 -2.29478 -3.55839
C 3.60629 -1.50026 -4.10126
C 2.42420 -1.29836 -3.40534
C -2.39174 -2.12175 1.39032
C -3.12136 -2.38171 2.53553
C -4.44106 -1.96970 2.61252
C -5.00062 -1.29603 1.54401
C -4.22800 -1.07975 0.41997
N -2.96157 -1.49677 0.34094
H 0.77530 -3.48870 1.86492
H -0.73747 -4.33004 2.24717
H -0.26315 -2.90571 3.18556
H 3.09900 -3.16279 -0.65068
H 5.20983 -3.51767 -1.89597
H 5.52494 -2.45755 -4.10903
H 3.74298 -1.04182 -5.07164
H 1.63683 -0.68118 -3.82511
H -2.65061 -2.89870 3.36062
H -5.02340 -2.16926 3.50286
H -6.02592 -0.95024 1.56412
H -4.61974 -0.57530 -0.45415
Cl -3.76615 -0.87640 -4.49058
Si -1.83640 -0.97384 -3.76006
Cl -0.95435 0.76285 -4.39311
Cl -0.90651 -2.49354 -4.75292
I -1.30275 -4.70073 -1.77580
C -2.74828 -3.10720 -1.91915
H -3.51650 -3.36079 -1.19667
H -3.16121 -3.17780 -2.91930
S -1.95964 1.07593 -1.01036
Sb -0.10472 1.68215 0.24738
C -0.55183 1.09972 2.23773
C -1.86565 1.32712 2.64162
C -2.25179 1.04463 3.94464
C -1.33175 0.52139 4.84700
C -0.02379 0.28871 4.44513
C 0.36933 0.58121 3.14374
C 1.87998 1.32153 -0.33416
C 2.27263 1.96273 -1.50773
C 3.57382 1.81593 -1.96584
C 4.47240 1.02264 -1.26095
C 4.06866 0.36777 -0.10523
C 2.76591 0.50363 0.35721
C -0.20703 3.78430 0.28880
C 0.94900 4.54672 0.44019
C 0.85439 5.92903 0.53320
C -0.38923 6.54581 0.47898
C -1.54196 5.78349 0.33189
C -1.45399 4.40206 0.23589
H -2.59314 1.72198 1.93979
H -3.27102 1.23830 4.25546
H -1.63206 0.30607 5.86511
H 0.69993 -0.10513 5.14779
H 1.40188 0.41980 2.86487
H 1.57435 2.57666 -2.06630
H 3.88161 2.31490 -2.87618
H 5.48672 0.90329 -1.62199
H 4.76404 -0.26410 0.43337
H 2.45789 -0.04926 1.23337
H 1.92350 4.07484 0.48945
H 1.75262 6.52263 0.64616
H -0.46054 7.62392 0.54844
H -2.51078 6.26490 0.28650
H -2.35711 3.81638 0.10204

***

81
Properties=species:S:1:pos:R:3 method="wB97M-V/def2-TZVPD" e_above_lowest_kj_mol=191.85 total_energy_ev=-128831.28610 multiplicity=1 charge=-1
Ir -2.13723 -1.31898 -0.72699
N -1.49298 -5.16535 -2.50985
C -1.91136 -4.08950 -1.75475
S -2.23771 -2.60410 -2.60156
N -2.06113 -4.26405 -0.48440
N -2.56984 -3.08510 0.09487
C -2.98259 -3.20977 1.29774
C -3.64443 -2.13326 1.99448
C -3.94140 -2.29181 3.35032
C -4.61244 -1.31494 4.05393
C -5.00850 -0.16055 3.37064
C -4.74379 0.00691 2.02969
C -4.05190 -0.97405 1.30326
O -3.87372 -0.78115 0.00578
H -0.99354 -4.92860 -3.34974
H -1.09185 -5.91145 -1.96329
H -2.86493 -4.18112 1.77581
H -3.62239 -3.20462 3.84110
H -4.82150 -1.43521 5.10743
H -5.52532 0.62637 3.90583
H -5.03220 0.90564 1.50241
C 1.89296 -7.42060 2.27722
C 1.57658 -6.01622 1.84179
C 1.58405 -5.66219 0.50195
C 1.28906 -4.36377 0.09872
C 0.98931 -3.40448 1.04722
C 0.97451 -3.73943 2.39600
C 1.26661 -5.03259 2.78313
S 0.58904 -1.74494 0.55368
O 0.34509 -1.84355 -0.90450
O 1.70514 -0.92610 0.98277
N -0.76909 -1.41187 1.21255
C -0.83805 -0.29916 2.17218
C -1.31871 1.00647 1.55183
O -1.41476 1.99181 2.28837
O -1.52343 0.97857 0.30364
H 1.96677 -8.09005 1.42091
H 1.12404 -7.81270 2.94446
H 2.84200 -7.46338 2.81592
H 1.81580 -6.41374 -0.24498
H 1.27278 -4.09228 -0.94683
H 0.71492 -2.98963 3.13108
H 1.24567 -5.29241 3.83540
H 0.13696 -0.09999 2.62810
H -1.53004 -0.57089 2.97276
Cl 5.34212 7.35982 -3.48567
C 4.12547 6.17633 -3.08035
C 4.50234 4.87163 -2.81166
C 3.52364 3.95092 -2.48057
C 2.17806 4.30020 -2.41582
C 1.14531 3.24819 -2.06829
C 0.59964 2.56717 -3.32000
N -0.59031 1.83278 -2.96178
C -1.89665 2.28571 -2.97545
C -2.63819 1.30112 -2.40195
N -1.80539 0.27560 -2.05178
C -0.58889 0.62996 -2.37577
O 1.69373 2.22146 -1.26748
C 1.36637 2.33759 0.12861
C 1.97821 3.57098 0.70687
C 1.30562 4.68683 1.09124
Cl -0.39486 4.92610 1.08991
S 2.33523 5.95648 1.60047
C 3.72356 4.99427 1.31070
C 3.38928 3.76406 0.84702
C 1.84702 5.61264 -2.71155
Cl 0.17488 6.11596 -2.69584
C 2.80071 6.56423 -3.03565
H 5.54393 4.58894 -2.85005
H 3.79560 2.93412 -2.23441
H 0.30049 3.71868 -1.55092
H 1.34526 1.87150 -3.71028
H 0.36885 3.28891 -4.10602
H -2.16109 3.24295 -3.38327
H -3.69460 1.25412 -2.21574
H 0.29762 0.04955 -2.18227
H 1.76135 1.43241 0.59558
H 0.28210 2.32599 0.24168
H 4.70616 5.38802 1.50308
H 4.10977 2.99995 0.59726
H 2.51119 7.58265 -3.24589

***

67
Properties=species:S:1:pos:R:3 method="wB97M-V/def2-TZVPD" total_energy_ev=-63623.33404 multiplicity=1 charge=+1
Cl 6.97684 2.92901 3.58107
C 5.38663 2.64505 3.00504
C 4.59714 3.72683 2.60116
C 3.28853 3.50980 2.19741
C 2.68323 2.22196 2.26098
C 1.26416 2.10047 2.11175
C 0.44497 0.91102 2.51080
C -0.74098 1.56096 3.30688
C -0.77006 2.96063 2.79438
C 0.42681 3.26389 2.17446
C 3.51192 1.13511 2.66402
C 4.84364 1.34469 3.01913
H 4.97905 4.74398 2.65556
H 2.68489 4.36954 1.90026
H 0.08203 0.41417 1.60226
H 1.00304 0.16705 3.08210
H -1.69337 1.03846 3.22718
H -0.45262 1.55273 4.36705
H -1.57718 3.67395 2.99750
H 0.74746 4.25553 1.85812
H 3.06277 0.14457 2.74939
H 5.45652 0.52152 3.37034
C -3.36042 -7.42493 -2.09535
C -2.51753 -6.17972 -2.07981
C -2.74314 -5.14980 -3.00400
C -1.88203 -4.04495 -3.08458
C -0.85995 -3.88746 -2.14003
S 0.21004 -2.43460 -2.13233
N -0.62804 -0.97437 -0.95344
C -2.08891 -1.04947 -1.10623
C -2.79229 -0.02994 -0.23665
C -3.03936 1.26690 -0.68223
C -3.77760 2.12920 0.12650
C -4.15439 1.72716 1.42322
C -3.87311 0.43028 1.87442
C -3.18913 -0.44638 1.04148
C 0.08720 0.05957 -0.73008
C 0.89556 1.03208 -0.50805
C 1.77329 1.86315 -1.29302
C 2.26938 1.44149 -2.55593
C 2.93134 2.33121 -3.40747
C 3.18679 3.64589 -3.00902
C 2.78782 4.05308 -1.73132
C 2.08230 3.18605 -0.90348
O 1.42691 -2.64761 -1.39589
O 0.21459 -1.80730 -3.43258
C -0.61280 -4.91342 -1.22661
C -1.46915 -6.01819 -1.16434
H -3.00927 -8.13620 -1.34433
H -4.40731 -7.18426 -1.87963
H -3.33610 -7.91960 -3.07269
H -3.62094 -5.21893 -3.65644
H -2.01573 -3.30352 -3.87253
H -2.38213 -0.98236 -2.17178
H -2.35980 -2.07922 -0.80942
H -2.65955 1.56808 -1.67463
H -4.05637 3.12480 -0.23248
H -4.69324 2.40569 2.07764
H -4.19455 0.11336 2.86267
H -2.96392 -1.47181 1.34833
H 2.08003 0.40839 -2.85958
H 3.23574 2.00172 -4.39860
H 3.67084 4.35621 -3.68304
H 3.01726 5.06396 -1.39375
H 1.70975 3.51540 0.06606
H 0.23741 -4.83805 -0.55286
H -1.33489 -6.77252 -0.38297

***

83
Properties=species:S:1:pos:R:3 method="wB97M-V/def2-TZVPD" e_above_lowest_kj_mol=341.80 total_energy_ev=-158546.74130 multiplicity=2 charge=-2 s2=1.195
Ru 0.41263 -0.04247 0.09703
C 1.20433 -0.06176 4.89655
C 1.26557 0.34503 3.44461
S 0.73106 -0.81631 2.32820
C 1.76242 1.60276 3.09869
C 2.18362 2.54517 4.20547
S 1.90304 2.11156 1.50630
H 0.91635 -1.10725 4.97744
H 0.47051 0.54048 5.44056
H 2.16687 0.07186 5.39616
H 1.32477 2.84504 4.81358
H 2.62719 3.43947 3.77649
H 2.90720 2.07770 4.87892
C 5.80560 -0.16595 -4.11993
O 5.42499 0.31535 -5.39013
C 4.36174 1.19704 -5.41552
C 3.87703 1.55808 -6.67086
C 2.80162 2.41529 -6.77668
C 2.14875 2.92804 -5.64553
C 2.67581 2.58068 -4.39741
C 3.76557 1.73165 -4.28230
N 1.05512 3.76530 -5.90376
N 0.30566 4.22520 -4.97243
C -0.05244 3.55322 -3.84890
C -0.54557 4.38154 -2.81693
C -0.76237 3.95091 -1.53802
C -0.48946 2.59816 -1.16028
O -0.59245 2.17123 0.01000
C -0.09904 1.68966 -2.25128
N 0.13891 0.40923 -1.88648
C 0.43586 -0.47946 -2.81947
C 0.45887 -0.14664 -4.17237
C 0.25600 1.15436 -4.55469
C 0.02616 2.13437 -3.57572
H 6.53563 -0.95506 -4.29458
H 4.95563 -0.57927 -3.57036
H 6.26462 0.62168 -3.51260
H 4.35414 1.14882 -7.55246
H 2.41269 2.69412 -7.74848
H 2.24113 2.95983 -3.48415
H 4.11081 1.48940 -3.28977
H -0.67601 5.42692 -3.07377
H -1.09361 4.62965 -0.76274
H 0.64336 -1.48103 -2.46692
H 0.67578 -0.91446 -4.90297
H 0.26471 1.43069 -5.60000
C 5.28969 1.86957 -0.60874
N 4.57616 0.61448 -0.51675
C 5.19288 -0.48353 0.00115
C 4.53385 -1.62820 0.19409
C 3.09112 -1.68190 -0.06782
O 2.47546 -2.72831 0.07351
N 2.47795 -0.51787 -0.48341
C 3.19564 0.59011 -0.81378
O 2.72575 1.56663 -1.38045
H 6.24534 1.72720 -1.11972
H 5.46739 2.28946 0.38462
H 4.67058 2.56369 -1.17048
H 6.25029 -0.36871 0.21389
H 5.01639 -2.51116 0.58180
F 1.60098 -8.08348 -0.06820
C 1.03586 -6.85263 -0.13115
C 1.13664 -5.97387 0.93482
F 1.79552 -6.36829 2.04753
C 0.54216 -4.72726 0.87067
F 0.60881 -3.98047 1.97500
C -0.15273 -4.27823 -0.25455
Se -0.98624 -2.57372 -0.35859
C -0.24606 -5.20026 -1.29645
F -0.92006 -4.89809 -2.42560
C 0.32403 -6.46182 -1.24898
F 0.18736 -7.32328 -2.28567
C -5.27900 -0.48829 1.67227
N -4.21621 0.24962 1.02083
C -2.88976 -0.16029 1.12294
N -2.53690 -0.75706 2.28285
O -2.12756 0.02012 0.19248
H -6.23559 -0.09546 1.32958
H -5.24638 -0.34925 2.75577
H -5.24151 -1.56273 1.46250
H -4.40255 0.52974 0.06878
H -3.11063 -0.66468 3.09981
H -1.54576 -0.95932 2.40785